The following is a DFT calculation (ωB97M-V/def2-TZVPD) of a gas-phase ion, C7H11N5 (charge +2) in a non-equilibrium geometry.

- HOMO level (Ha) = -0.68477
- E_tot (eV) = -14867.549
- LUMO (eV) = -9.2743
- total charge = +2
- relative energy (zero: lowest compared OMol25 entry of this formula, charge and spin) (kJ/mol) = 314.7
- molecular weight (g mol⁻¹) = 165.200
- multiplicity = 1
- structure (SMILES) = [NH3+][C@]12N=CC[C@H]1[C@H]1N=CN2C=[NH+]1
- HOMO-LUMO gap (eV) = 9.36

Geometry as XYZ:
```
23
Properties=species:S:1:pos:R:3:forces:R:3:nbo_charge:R:1
C -1.908293 0.878578 0.260409 -1.373 -0.895 -0.538 0.387
H -1.403407 -1.766168 -1.402014 -0.421 -1.765 -1.736 0.270
H 2.254815 -1.367608 -1.334625 2.001 0.628 -1.861 0.279
H 2.891300 -1.362558 0.913658 1.180 -0.240 1.715 0.243
H 0.147337 2.432940 -0.732581 -0.195 1.132 -0.348 0.446
C 0.436043 0.681945 0.276011 0.607 -2.090 0.558 0.404
N -2.097663 0.052248 -0.730090 0.837 1.083 0.430 -0.445
H 1.311339 -2.457257 -0.689533 -0.903 -0.621 0.583 0.298
H 0.581533 0.241483 -1.816266 -0.671 -0.914 -0.586 0.257
C 0.369736 -0.391653 -0.944542 -1.066 1.053 0.412 -0.227
C 2.012670 -0.864143 0.637514 -1.036 1.016 -0.639 0.254
C -1.104720 -1.017772 -0.770645 1.637 2.236 2.311 0.082
N 1.477034 0.197081 1.147017 1.162 -0.841 -0.356 -0.464
H 1.749211 2.002701 -0.373105 -1.117 0.859 -0.060 0.468
H 0.908610 2.732001 0.774370 -0.617 0.783 1.650 0.482
C 1.494728 -1.401523 -0.643565 -1.962 1.485 0.998 -0.531
N 0.762188 2.130061 0.002338 2.981 -2.831 -2.940 -0.683
C -1.011095 -0.699588 1.535124 -0.374 0.740 1.312 0.278
N -0.793778 0.784708 0.991024 -0.405 -0.448 1.632 -0.529
H -2.776328 1.312713 0.697635 -0.575 1.130 0.019 0.256
N -1.087911 -1.575390 0.675800 -0.087 -0.012 -0.970 -0.296
H -3.033557 0.094434 -1.105904 -0.159 -0.787 -0.750 0.474
H -1.179798 -0.637234 2.631964 0.557 -0.702 -0.837 0.298
```
Positions in Å, forces in eV/Å.